A molecular structure, C7H6BF4IrN5O2, computed with wB97M-V/def2-TZVPD.

The geometry in XYZ format:
```
26
Properties=species:S:1:pos:R:3:forces:R:3:mulliken_charge:R:1
Ir -0.066697 0.156506 0.573650 2.2177 -0.4457 1.3781 1.792
F -0.162232 -1.047249 -0.975211 -0.6612 -0.4056 -0.0387 -0.622
F -0.048616 -3.573767 0.412534 0.0676 0.0581 0.0461 -0.186
F 2.060874 -2.906913 -0.232862 -0.0322 0.0992 -0.0107 -0.196
F 0.912096 -1.716319 1.344178 0.4076 -0.0623 -0.1260 -0.256
O -0.712588 0.363481 2.732576 0.4028 -0.2255 0.8444 -0.630
O 1.185912 1.155980 2.061074 -0.2737 0.3879 -0.1337 -0.641
N -2.394747 3.229485 -0.373392 -0.2493 -0.2684 0.1560 -0.662
N 0.714564 1.442337 -0.671108 0.4356 0.2293 -1.2468 -0.252
N 1.675246 3.453378 -2.315406 -0.0475 -0.2566 0.1700 -0.492
N -1.549602 1.296771 0.324658 -1.4389 0.8021 -0.1696 -0.311
N -3.292302 2.507653 0.340698 -0.0037 0.2063 -0.1448 0.144
C 2.391748 2.372699 -2.025502 0.1167 0.2800 -0.2000 -0.342
C -1.353013 2.448675 -0.359370 0.2443 0.2931 -0.3676 0.235
C -0.035750 2.532056 -0.968088 -0.0186 -0.0601 0.0728 0.500
C -2.801100 1.345560 0.760826 0.1486 0.1548 -0.0338 0.119
C 0.390818 0.933849 3.006859 -1.1673 -0.5943 -0.0605 0.203
C 0.457305 3.527707 -1.784739 0.1446 0.0776 -0.1006 -0.333
C 1.929049 1.350781 -1.209209 -0.1736 -0.0292 0.1974 -0.028
B 0.954050 -2.746641 0.434693 -0.1652 -0.2053 -0.2591 0.544
H -3.320891 0.611132 1.352822 0.0427 0.0075 0.0176 0.495
H 0.629437 1.220820 4.031470 0.0446 -0.0250 0.0345 0.485
H 3.379073 2.301945 -2.462813 0.0094 -0.0024 0.0091 0.388
H -0.147982 4.395059 -2.016575 -0.0093 -0.0041 0.0102 0.448
H 2.519665 0.476954 -0.975114 -0.0201 -0.0368 -0.0354 0.404
H -4.219377 2.874943 0.493990 -0.0216 0.0254 -0.0090 0.193
```
Forces are in eV/Å.

Computed properties:
electronic energy: -1223.167849 Eh
gap between HOMO and LUMO: 7.992 eV
total charge: +1